{
  "formula": "C5H9Cl3NO",
  "method": "the ωB97M-V functional and the def2-TZVPD basis",
  "smiles": "C/[N+](=C/C(Cl)(Cl)Cl)CCO",
  "charge": 1,
  "e_homo_ev": -14.941,
  "orbital_gap_ha": 0.3691,
  "de_lowest_ev": 1.438,
  "fmax_ev_per_a": 3.2,
  "symbols": ["C", "C", "C", "C", "C", "N", "O", "Cl", "Cl", "Cl", "H", "H", "H", "H", "H", "H", "H", "H", "H"],
  "positions_angstrom": [[-0.9670, 0.8576, 0.4186], [1.3836, 1.4093, 0.3805], [0.5136, -0.2859, -1.0981], [1.1000, -1.4714, -0.3467], [-2.3487, 0.2022, 0.0545], [0.1477, 0.7208, -0.1561], [0.9377, -1.2626, 1.0770], [-2.2002, -1.4944, 0.6117], [-2.6323, 0.3892, -1.6950], [-3.6421, 0.9975, 0.9848], [-0.9570, 1.4874, 1.3822], [1.0151, 1.7860, 1.3684], [1.6984, 2.2288, -0.2703], [2.0233, 0.5480, 0.5680], [1.2928, -0.0199, -1.7251], [-0.4066, -0.5926, -1.6369], [2.2764, -1.4042, -0.5148], [0.5790, -2.3462, -0.8131], [0.1863, -1.7495, 1.4104]],
  "atomic_forces_ev_per_a": [[-1.368, 0.859, 1.834], [-2.029, -0.225, 1.662], [-2.828, -1.348, -0.516], [1.969, -0.117, 0.971], [0.999, 0.496, 0.247], [1.286, 1.260, -0.094], [0.391, -0.875, -0.989], [-0.334, 0.242, -0.469], [-0.215, -0.228, 0.642], [0.644, -0.210, -0.437], [-0.295, -0.816, -1.737], [0.957, 0.028, -0.789], [0.095, -0.503, -0.037], [0.637, 0.781, -0.110], [0.912, 1.439, -1.575], [0.923, 0.257, 0.058], [-2.571, -0.887, 0.275], [1.040, 0.196, 0.990], [-0.215, -0.350, 0.073]],
  "mulliken_charge": [-0.008, -0.708, -0.460, -0.383, 0.414, 0.125, -0.480, -0.066, -0.072, -0.076, 0.236, 0.316, 0.279, 0.356, 0.423, 0.183, 0.364, 0.235, 0.321]
}

{
  "formula": "C5H9ClN",
  "method": "the ωB97M-V functional and the def2-TZVPD basis",
  "charge": 1,
  "e_homo_ev": [-13.429, -14.029],
  "orbital_gap_ha": [0.2545, 0.3011],
  "de_lowest_ev": 5.256,
  "fmax_ev_per_a": 3.9,
  "symbols": ["C", "C", "C", "C", "C", "N", "Cl", "H", "H", "H", "H", "H", "H", "H", "H", "H"],
  "positions_angstrom": [[0.9192, 1.3062, -0.0330], [1.4730, 0.4466, 0.9546], [0.4389, -0.5750, 1.4587], [-0.2515, -0.9904, 0.1247], [-1.5125, 0.1370, -1.6341], [-0.8970, 0.1409, -0.3916], [1.0381, 2.7696, -0.6820], [2.1511, -0.1182, 0.4294], [1.7253, 1.0097, 1.8521], [0.9171, -1.3735, 2.0241], [-0.1185, 0.0532, 2.1937], [0.4982, -1.4306, -0.6745], [-1.0032, -1.8141, 0.2443], [-2.2506, -0.6422, -1.6284], [-0.9313, -0.0014, -2.6260], [-2.1962, 1.0823, -1.6120]],
  "atomic_forces_ev_per_a": [[-3.196, -1.288, -1.827], [-1.798, 1.899, 2.363], [-0.588, 0.514, -0.811], [0.486, -2.272, -0.080], [-1.619, 2.349, -2.087], [3.012, 1.877, 1.533], [0.182, -0.255, 0.596], [2.680, -1.125, -1.078], [1.368, 0.054, -0.215], [0.091, -0.038, -0.345], [-0.639, -1.074, -0.808], [-0.982, 0.594, 1.638], [0.401, 0.676, 0.160], [-0.384, -0.896, 0.039], [-0.483, 0.366, 1.735], [1.466, -1.381, -0.812]],
  "mulliken_charge": [0.477, -0.583, -0.550, -0.509, -0.896, -0.142, 0.047, 0.347, 0.347, 0.360, 0.332, 0.295, 0.439, 0.406, 0.317, 0.315]
}

{
  "formula": "C5H9ClN3",
  "method": "the ωB97M-V functional and the def2-TZVPD basis",
  "smiles": "N/C=C\\[N@H+]1C[C@H]1/N=C\\Cl",
  "charge": 1,
  "e_homo_ev": -13.289,
  "orbital_gap_ha": 0.3630,
  "de_lowest_ev": 3.479,
  "fmax_ev_per_a": 4.5,
  "symbols": ["C", "C", "C", "C", "C", "N", "N", "N", "Cl", "H", "H", "H", "H", "H", "H", "H", "H", "H"],
  "positions_angstrom": [[-0.4799, -1.0119, -0.5112], [1.3810, 1.2715, 0.2862], [-0.8168, -1.5759, 0.8548], [0.4861, 0.6767, 1.0140], [-1.9967, 0.7195, -0.7491], [-1.0369, 0.0713, -1.1239], [2.1484, 0.6750, -0.7261], [0.4385, -0.7510, 0.6528], [-3.3535, 0.4224, 0.2965], [-0.1252, -1.6577, -1.2956], [1.7057, 2.2762, 0.2484], [-1.5395, -0.9660, 1.2887], [-0.6327, -2.6165, 1.0697], [-0.1746, 0.9465, 1.7804], [-2.0438, 1.6073, -1.3931], [2.8516, 1.1836, -1.2597], [1.3954, -1.1286, 0.6851], [1.7928, -0.1425, -1.1181]],
  "atomic_forces_ev_per_a": [[-0.011, -2.908, 0.154], [3.080, 1.276, -3.050], [1.980, 0.607, -1.947], [-0.258, -2.385, 0.344], [-2.511, 2.751, -1.535], [2.352, -0.893, 0.301], [-0.331, 0.746, 1.562], [-0.504, 0.768, 0.119], [0.592, -0.036, 0.041], [0.550, -0.698, 0.327], [-0.480, 1.278, 1.219], [-1.129, 0.234, 1.433], [-0.246, 0.032, 0.155], [-0.430, 0.832, 0.817], [-1.170, 0.297, 0.841], [-0.666, -0.112, 0.463], [-0.662, -0.546, -0.168], [-0.156, -1.242, -1.077]],
  "mulliken_charge": [-0.204, 0.112, -0.446, -0.914, 0.052, -0.245, -0.330, 0.031, -0.105, 0.460, 0.444, 0.169, 0.298, 0.515, 0.388, 0.254, 0.434, 0.086]
}

{
  "formula": "C5H9ClN4O2",
  "method": "the ωB97M-V functional and the def2-TZVPD basis",
  "smiles": "CCN1N=N[C@H](Cl)N1OC(C)=O",
  "e_homo_ev": -9.382,
  "orbital_gap_ha": 0.3671,
  "de_lowest_ev": 0.000,
  "fmax_ev_per_a": 4.7,
  "symbols": ["C", "C", "C", "C", "C", "N", "N", "N", "N", "O", "O", "Cl", "H", "H", "H", "H", "H", "H", "H", "H", "H"],
  "positions_angstrom": [[-1.4571, -1.3484, -0.2067], [2.0762, -0.9326, 0.2709], [-2.2340, -2.4696, 0.2874], [0.4167, 2.5987, -1.0470], [-0.1957, 1.8440, 0.1865], [2.4618, -0.1203, 1.3925], [1.7335, 0.8940, 1.4200], [0.8212, -0.4167, -0.1686], [0.7537, 0.8169, 0.5587], [-1.8827, -0.4990, -0.9251], [-0.2105, -1.3515, 0.3499], [3.2470, -0.7101, -1.0604], [1.8870, -2.0452, 0.6082], [-2.3812, -3.2918, -0.4219], [-1.8946, -3.1189, 1.1483], [-3.1192, -2.1974, 0.6954], [0.6152, 1.8807, -1.7301], [-0.3448, 3.1149, -1.4610], [1.2649, 3.3113, -0.9687], [-0.3294, 2.4952, 0.9597], [-1.2281, 1.5456, 0.1121]],
  "atomic_forces_ev_per_a": [[1.122, 1.112, 0.040], [-0.740, -2.488, 0.867], [1.566, -4.264, 1.114], [0.133, 0.285, 2.921], [2.205, 0.603, -1.992], [1.136, 0.390, 0.484], [-0.035, 0.038, 0.861], [-2.175, 1.171, -0.541], [-1.362, -1.844, -0.833], [0.025, 0.247, -0.470], [0.859, -0.048, 0.520], [0.032, -0.333, 0.266], [0.929, 2.125, -1.041], [-0.186, 0.716, -0.573], [0.905, 1.220, -0.699], [-3.121, 1.380, 0.423], [1.097, -2.315, -2.269], [-2.599, 2.079, -1.458], [-0.397, -0.822, 0.804], [0.570, 1.820, 2.574], [0.037, -1.072, -0.997]],
  "mulliken_charge": [0.790, 0.089, -1.194, -1.249, -0.462, -0.435, -0.392, -0.116, 0.660, -0.503, -0.252, -0.175, 0.378, 0.305, 0.326, 0.360, 0.407, 0.440, 0.295, 0.444, 0.284]
}

{
  "formula": "C5H9ClO2",
  "method": "the ωB97M-V functional and the def2-TZVPD basis",
  "e_homo_ev": -9.344,
  "orbital_gap_ha": 0.3627,
  "de_lowest_ev": 4.412,
  "fmax_ev_per_a": 4.0,
  "symbols": ["C", "C", "C", "C", "C", "O", "O", "Cl", "H", "H", "H", "H", "H", "H", "H", "H", "H"],
  "positions_angstrom": [[0.1831, -1.3823, -1.2033], [0.6594, -0.1283, -1.0891], [1.5492, -0.7680, 1.6222], [-2.1484, 1.0110, -0.3327], [0.4249, 0.7468, 0.0886], [1.2593, 0.5766, 1.1762], [-1.3192, 0.4043, 0.6515], [0.5036, 2.4269, -0.1729], [0.5116, -2.0040, -2.0628], [-0.6231, -1.6228, -0.4547], [1.1649, 0.4985, -1.7850], [1.4325, -0.6949, 2.6589], [2.6069, -0.7162, 1.5084], [1.1624, -1.6308, 1.1008], [-2.5992, 1.9626, -0.0320], [-3.1108, 0.4422, -0.3706], [-1.6571, 0.8783, -1.3036]],
  "atomic_forces_ev_per_a": [[-0.102, 1.315, -0.007], [-1.072, -0.434, 0.489], [1.431, 1.400, -0.638], [-1.254, -1.694, 0.723], [-2.178, -1.159, 3.173], [-2.055, -0.774, -1.438], [3.113, 1.002, -1.207], [-0.319, 1.067, -0.729], [-0.679, 0.346, 0.803], [1.175, -0.376, -0.869], [0.983, -0.547, -1.026], [-0.929, -0.609, 1.547], [1.126, -0.915, -0.212], [-0.587, 0.265, 0.007], [1.132, 0.623, -0.375], [0.726, -0.352, -0.150], [-0.514, 0.841, -0.091]],
  "mulliken_charge": [-0.742, -0.310, -0.772, -0.665, 0.689, -0.375, -0.489, -0.145, 0.287, 0.329, 0.379, 0.328, 0.328, 0.339, 0.253, 0.211, 0.354]
}

{
  "formula": "C5H9ClO2",
  "method": "the ωB97M-V functional and the def2-TZVPD basis",
  "smiles": "O[C@H]1COC[C@@H]1CCl",
  "e_homo_ev": -10.027,
  "orbital_gap_ha": 0.3991,
  "de_lowest_ev": 1.150,
  "fmax_ev_per_a": 1.9,
  "symbols": ["C", "C", "C", "C", "C", "H", "H", "H", "H", "H", "H", "H", "H", "H", "O", "O", "Cl"],
  "positions_angstrom": [[-0.6012, 0.8562, 0.2005], [-1.5647, 0.1991, 1.1347], [-1.2243, -1.2442, -0.6832], [-0.0062, -0.2774, -0.5884], [1.2520, -0.9513, 0.0627], [-2.0016, 1.4203, -1.0117], [0.1436, 1.4393, 0.7511], [-2.2930, 0.8925, 1.4850], [-1.0455, -0.2703, 1.9983], [-0.7894, -2.2124, -0.4135], [-1.8097, -1.3581, -1.6000], [0.2550, 0.0261, -1.6078], [1.5362, -1.8107, -0.5512], [1.0081, -1.1805, 1.0966], [-1.1645, 1.8194, -0.6672], [-2.2096, -0.8242, 0.3032], [2.6385, 0.2117, 0.1181]],
  "atomic_forces_ev_per_a": [[1.380, 1.332, 0.321], [-0.007, -1.542, -0.547], [0.082, -0.496, 1.229], [0.170, -0.718, -0.988], [-1.166, 1.001, -0.580], [0.870, 0.608, 0.238], [0.121, -0.308, 0.036], [-0.740, 0.357, 0.317], [-0.237, 0.193, -0.429], [-0.596, -0.393, 0.014], [0.661, 0.307, -0.200], [0.148, 0.307, 0.320], [0.115, 0.102, 0.472], [0.264, -0.433, -0.024], [-1.735, -0.617, -0.408], [1.048, 0.722, 0.333], [-0.377, -0.422, -0.104]],
  "mulliken_charge": [-0.017, -0.623, -0.531, 0.009, -0.707, 0.367, 0.415, 0.353, 0.294, 0.324, 0.307, 0.317, 0.388, 0.322, -0.588, -0.427, -0.204]
}

{
  "formula": "C5H9ClOSi",
  "method": "the ωB97M-V functional and the def2-TZVPD basis",
  "e_homo_ev": -9.699,
  "orbital_gap_ha": 0.3669,
  "de_lowest_ev": 0.717,
  "fmax_ev_per_a": 6.1,
  "symbols": ["C", "C", "C", "C", "C", "O", "Si", "Cl", "H", "H", "H", "H", "H", "H", "H", "H", "H"],
  "positions_angstrom": [[2.0548, -1.8781, -0.1078], [-2.3685, -0.3657, 1.9405], [0.7698, -1.4721, -0.1233], [-1.3758, 0.3631, 1.5222], [0.1362, 1.5922, -2.0850], [-0.5549, 1.0852, -1.0076], [-0.0435, 0.1426, 0.1922], [2.0662, 1.6959, 0.9580], [2.1860, -2.8935, -0.4544], [2.9405, -1.3962, 0.2691], [-3.0765, 0.0118, 2.7290], [-2.5176, -1.4088, 1.5650], [0.0621, -2.2546, -0.6970], [-1.3590, 1.3536, 2.0527], [1.2719, 1.7223, -1.7810], [-0.2750, 2.6314, -2.0080], [0.0833, 1.0710, -2.9646]],
  "atomic_forces_ev_per_a": [[-1.336, -0.447, 0.127], [-1.714, -2.221, 0.629], [-0.597, -1.551, -1.895], [1.738, 2.335, 0.080], [3.103, 4.240, 3.024], [-0.888, -2.364, 1.299], [1.098, 1.765, 1.825], [-2.003, -1.633, -0.644], [0.410, -0.084, -0.127], [-0.182, 0.606, 0.150], [0.755, -0.539, -0.966], [-0.127, 0.950, 0.421], [1.300, 1.763, 1.519], [0.460, -0.686, -0.890], [-2.001, -0.346, -0.763], [0.660, -0.573, -1.634], [-0.677, -1.214, -2.157]],
  "mulliken_charge": [-0.554, -0.428, -0.174, -0.272, -0.660, -0.148, 0.548, -0.531, 0.237, 0.285, 0.241, 0.205, 0.212, 0.231, 0.287, 0.247, 0.272]
}

{
  "formula": "C5H9EuNaO4",
  "method": "the ωB97M-V functional and the def2-TZVPD basis",
  "s2": 15.7731,
  "multiplicity": 8,
  "e_homo_ev": [-5.407, -5.970],
  "orbital_gap_ha": [0.1697, 0.1899],
  "de_lowest_ev": 0.000,
  "fmax_ev_per_a": 3.1,
  "symbols": ["O", "C", "C", "O", "C", "C", "O", "C", "Na", "H", "H", "H", "H", "H", "H", "H", "H", "Eu", "O", "H"],
  "positions_angstrom": [[0.9477, 2.9906, -0.1880], [1.8690, 2.2972, 0.2865], [1.8172, 0.9039, 0.5664], [0.5057, 0.3957, 0.5778], [0.2966, -0.9214, 0.1138], [-1.1787, -1.2243, 0.2062], [-1.8922, -0.2737, -0.5668], [-3.2843, -0.5227, -0.6308], [-1.0107, 1.8608, -0.3848], [2.8525, 2.7708, 0.4989], [0.8575, -1.6520, 0.7198], [0.6261, -1.0121, -0.9379], [-1.5132, -1.1764, 1.2565], [-1.3630, -2.2422, -0.1747], [-3.7367, 0.2797, -1.2253], [-3.4835, -1.4907, -1.1157], [-3.7262, -0.5236, 0.3782], [3.8658, 0.0458, -1.0408], [5.0992, -1.0842, 0.1966], [2.4512, 0.5789, 1.4639]],
  "atomic_forces_ev_per_a": [[-0.729, 0.380, -0.442], [0.414, -1.639, 0.506], [1.047, 1.104, 1.328], [-0.854, -0.197, 0.024], [0.405, -0.020, -0.028], [0.098, -0.398, 0.318], [-0.072, 0.356, -0.216], [-0.209, -0.141, 0.046], [0.526, 0.131, 0.129], [-0.167, -0.072, -0.036], [-0.103, 0.156, -0.157], [-0.023, 0.004, 0.191], [0.057, -0.001, -0.230], [-0.007, 0.221, 0.069], [0.079, -0.233, 0.127], [0.009, 0.233, 0.122], [0.055, -0.031, -0.234], [2.095, -1.714, 1.507], [-1.892, 1.627, -1.734], [-0.729, 0.233, -1.290]],
  "mulliken_charge": [-0.805, 0.184, -0.939, -0.379, -0.362, -0.566, -0.330, -0.784, 1.004, 0.394, 0.410, 0.228, 0.353, 0.402, 0.253, 0.296, 0.343, 0.995, -1.071, 0.373]
}

Repeat the sixth record exactly.
{
  "formula": "C5H9ClO2",
  "method": "the ωB97M-V functional and the def2-TZVPD basis",
  "smiles": "O[C@H]1COC[C@@H]1CCl",
  "e_homo_ev": -10.027,
  "orbital_gap_ha": 0.3991,
  "de_lowest_ev": 1.150,
  "fmax_ev_per_a": 1.9,
  "symbols": ["C", "C", "C", "C", "C", "H", "H", "H", "H", "H", "H", "H", "H", "H", "O", "O", "Cl"],
  "positions_angstrom": [[-0.6012, 0.8562, 0.2005], [-1.5647, 0.1991, 1.1347], [-1.2243, -1.2442, -0.6832], [-0.0062, -0.2774, -0.5884], [1.2520, -0.9513, 0.0627], [-2.0016, 1.4203, -1.0117], [0.1436, 1.4393, 0.7511], [-2.2930, 0.8925, 1.4850], [-1.0455, -0.2703, 1.9983], [-0.7894, -2.2124, -0.4135], [-1.8097, -1.3581, -1.6000], [0.2550, 0.0261, -1.6078], [1.5362, -1.8107, -0.5512], [1.0081, -1.1805, 1.0966], [-1.1645, 1.8194, -0.6672], [-2.2096, -0.8242, 0.3032], [2.6385, 0.2117, 0.1181]],
  "atomic_forces_ev_per_a": [[1.380, 1.332, 0.321], [-0.007, -1.542, -0.547], [0.082, -0.496, 1.229], [0.170, -0.718, -0.988], [-1.166, 1.001, -0.580], [0.870, 0.608, 0.238], [0.121, -0.308, 0.036], [-0.740, 0.357, 0.317], [-0.237, 0.193, -0.429], [-0.596, -0.393, 0.014], [0.661, 0.307, -0.200], [0.148, 0.307, 0.320], [0.115, 0.102, 0.472], [0.264, -0.433, -0.024], [-1.735, -0.617, -0.408], [1.048, 0.722, 0.333], [-0.377, -0.422, -0.104]],
  "mulliken_charge": [-0.017, -0.623, -0.531, 0.009, -0.707, 0.367, 0.415, 0.353, 0.294, 0.324, 0.307, 0.317, 0.388, 0.322, -0.588, -0.427, -0.204]
}